[1]
A cluster of 9 separate species, C44H94F15N4O18 in total. Source: OMol25; level of theory: wB97M-V/def2-TZVPD.

Properties
**LUMO energy**: -1.25 eV
**Gap between HOMO and LUMO**: 1.66 eV

Structure (ORCA input):
```
! RIJCOSX wB97M-V def2-TZVPD def2/J DEFGRID3
* xyz -1 1
C 2.737 5.212 1.269
O 3.028 4.191 0.318
O 2.095 6.187 0.615
C 2.055 4.590 2.529
F 1.324 3.512 2.167
F 2.848 4.238 3.580
F 1.195 5.492 3.036
C 4.120 3.318 0.517
C 4.120 2.210 -0.536
H 5.104 1.734 -0.476
H 3.295 1.515 -0.391
H 4.176 2.610 -1.550
H 4.074 2.836 1.499
H 5.080 3.830 0.389
H 3.730 5.558 1.624
C -2.492 -3.011 -3.212
O -1.218 -3.520 -3.524
O -2.370 -2.557 -1.933
C -2.980 -1.931 -4.225
F -4.246 -1.539 -4.010
F -2.202 -0.814 -4.204
F -2.916 -2.411 -5.491
C -1.021 -4.418 -4.603
C 0.218 -5.245 -4.295
H 0.380 -6.112 -4.943
H 1.220 -4.809 -4.297
H 0.137 -5.706 -3.305
H -0.865 -3.760 -5.464
H -1.853 -5.101 -4.795
H -3.252 -3.807 -3.268
C 5.507 -8.607 -4.490
O 4.952 -8.311 -3.197
O 6.542 -9.418 -4.317
C 4.352 -9.143 -5.421
F 4.819 -9.501 -6.633
F 3.793 -10.263 -4.890
F 3.312 -8.270 -5.632
C 4.466 -6.996 -2.992
C 4.190 -6.836 -1.504
H 3.402 -7.511 -1.157
H 5.063 -7.081 -0.900
H 3.800 -5.858 -1.206
H 3.561 -6.788 -3.573
H 5.196 -6.237 -3.293
H 5.925 -7.726 -5.021
C -0.193 -1.944 2.668
O 1.234 -1.966 2.531
O -0.753 -1.370 1.601
C -0.795 -3.335 3.011
F -2.061 -3.168 3.486
F -0.926 -4.170 1.956
F -0.162 -4.031 3.998
C 2.031 -2.356 3.641
C 3.351 -1.612 3.516
H 3.832 -1.825 2.565
H 3.198 -0.541 3.666
H 3.964 -1.852 4.389
H 2.131 -3.444 3.610
H 1.617 -2.129 4.631
H -0.455 -1.340 3.551
C 2.885 3.110 -4.020
O 3.592 4.093 -4.799
O 1.973 3.775 -3.278
C 2.343 1.981 -4.927
F 1.598 1.063 -4.275
F 1.587 2.599 -5.845
F 3.280 1.259 -5.588
C 4.856 3.744 -5.283
C 5.603 4.985 -5.784
H 4.968 5.525 -6.498
H 5.969 5.672 -5.027
H 6.361 4.688 -6.516
H 4.853 3.036 -6.117
H 5.491 3.335 -4.486
H 3.633 2.660 -3.336
C -0.801 1.244 4.373
O -2.188 1.442 4.696
C -2.254 2.132 5.916
C -3.677 2.540 6.301
N -3.974 2.543 7.796
H -3.845 3.503 8.124
H -4.985 2.444 7.863
C -3.276 1.574 8.772
C -2.183 2.356 9.483
O -1.277 2.885 8.540
C -0.125 3.552 9.032
H -0.364 0.826 5.288
H -0.283 2.171 4.127
H -0.662 0.472 3.619
H -1.753 3.100 5.791
H -1.659 1.606 6.664
H -4.346 1.753 5.938
H -4.030 3.424 5.776
H -2.790 0.801 8.183
H -4.083 1.228 9.408
H -1.571 1.767 10.171
H -2.655 3.113 10.122
H 0.616 2.842 9.407
H -0.355 4.303 9.789
H 0.298 4.055 8.164
C 0.258 1.017 0.606
O -0.569 0.577 -0.449
C 0.097 0.250 -1.665
C 1.007 -0.943 -1.599
N 0.165 -1.999 -0.965
H -0.165 -1.720 -0.021
H -0.761 -2.193 -1.391
C 0.802 -3.370 -0.767
C 2.123 -3.288 -0.045
O 3.158 -2.839 -0.887
C 4.360 -2.528 -0.205
H 1.130 1.651 0.405
H 0.487 0.277 1.373
H -0.281 1.846 1.088
H 0.621 1.079 -2.158
H -0.660 0.067 -2.434
H 1.834 -0.811 -0.898
H 1.529 -1.328 -2.472
H 0.824 -3.925 -1.703
H -0.011 -3.857 -0.227
H 2.405 -4.260 0.374
H 1.994 -2.543 0.746
H 5.186 -2.317 -0.880
H 4.584 -3.380 0.442
H 4.159 -1.581 0.311
C -6.667 -3.304 -0.940
O -5.708 -2.372 -0.556
C -5.710 -1.917 0.767
C -4.300 -1.714 1.282
N -3.362 -1.030 0.320
H -2.444 -0.904 0.758
H -3.224 -1.688 -0.457
C -3.718 0.315 -0.280
C -3.659 1.456 0.743
O -4.784 1.220 1.565
C -4.844 2.173 2.615
H -7.666 -2.911 -1.172
H -6.834 -4.017 -0.120
H -6.270 -3.793 -1.828
H -6.294 -2.635 1.363
H -6.372 -1.058 0.948
H -3.839 -2.688 1.430
H -4.335 -1.118 2.189
H -4.687 0.145 -0.740
H -2.921 0.477 -1.008
H -3.729 2.379 0.159
H -2.715 1.370 1.290
H -4.095 1.930 3.379
H -5.774 2.113 3.183
H -4.727 3.215 2.313
C -1.290 2.146 -6.267
O -1.036 2.449 -4.919
C -2.152 2.856 -4.185
C -1.702 3.039 -2.771
N -0.497 3.961 -2.651
H 0.241 3.570 -3.280
H -0.717 4.882 -3.030
C 0.146 4.234 -1.305
C -0.624 5.068 -0.326
O -1.937 4.547 -0.072
C -2.497 4.751 1.194
H -1.247 3.022 -6.922
H -2.174 1.558 -6.538
H -0.515 1.491 -6.668
H -2.962 2.126 -4.269
H -2.516 3.779 -4.655
H -1.542 2.109 -2.229
H -2.552 3.444 -2.217
H 1.067 4.734 -1.629
H 0.495 3.290 -0.893
H -0.775 6.105 -0.638
H -0.088 5.068 0.625
H -3.584 4.731 1.130
H -2.109 5.676 1.634
H -2.213 3.976 1.919
*
```

=====

[2]
An isolated molecule of C3H3IN2OS. Source: OMol25; level of theory: wB97M-V/def2-TZVPD.

Properties
**LUMO energy**: -1.49 eV
**Gap between HOMO and LUMO**: 6.62 eV

Structure (ORCA input):
```
! RIJCOSX wB97M-V def2-TZVPD def2/J DEFGRID3
* xyz 0 1
C 0.298 0.283 -0.889
C 0.270 -0.565 1.149
C -0.854 0.822 -1.578
N 1.494 0.042 -0.896
N 2.279 -0.452 -0.086
O 1.480 -0.822 1.196
S -1.039 -0.660 2.101
I -0.490 -1.538 4.311
H -0.538 1.108 -2.582
H -1.648 0.079 -1.657
H -1.250 1.704 -1.069
*
```

=====

[3]
A structure of composition C26H25F3N2O4S3. Source: OMol25; level of theory: wB97M-V/def2-TZVPD.

Properties
**LUMO energy**: -0.49 eV
**Gap between HOMO and LUMO**: 5.28 eV

Structure (ORCA input):
```
! RIJCOSX wB97M-V def2-TZVPD def2/J DEFGRID3
* xyz 0 1
F -2.843 1.408 -5.029
C -1.752 0.954 -4.353
F -0.843 0.506 -5.246
F -1.193 1.990 -3.682
S -2.414 -0.365 -3.309
N -1.152 -0.845 -2.263
S -0.217 -2.353 -2.832
C 1.129 -1.537 -3.672
C 1.417 -1.813 -5.015
C 2.508 -1.182 -5.620
C 3.307 -0.298 -4.888
C 2.996 -0.014 -3.555
C 1.900 -0.632 -2.949
O 0.224 -2.947 -1.597
O -1.010 -3.101 -3.776
S -1.784 -0.730 -0.691
C -2.630 0.821 -0.726
C -1.890 2.005 -0.615
C -2.556 3.232 -0.579
C -3.945 3.277 -0.709
C -4.676 2.097 -0.861
C -4.029 0.866 -0.878
O -2.623 -1.837 -0.351
O -0.573 -0.522 0.090
H 0.772 -2.487 -5.579
H 2.739 -1.384 -6.670
H 4.176 0.173 -5.354
H 3.603 0.678 -2.970
H 1.630 -0.403 -1.918
H -0.805 1.960 -0.578
H -1.971 4.147 -0.449
H -4.459 4.242 -0.698
H -5.765 2.130 -0.965
H -4.582 -0.059 -1.031
C -0.016 2.301 4.968
C -0.365 3.066 3.684
C 0.071 2.184 2.504
N 0.448 0.898 3.094
C 0.851 -0.153 2.362
C 1.163 -0.151 0.954
C 1.986 -1.381 0.627
C 1.911 -2.186 1.902
C 1.187 -1.483 2.888
C 0.899 -2.101 4.117
C 1.437 -3.367 4.379
C 2.216 -4.033 3.419
C 2.432 -3.448 2.154
C 0.371 0.880 4.543
H 0.822 2.777 5.486
H -0.866 2.260 5.651
H -1.446 3.238 3.621
H 0.140 4.036 3.639
H -0.737 2.058 1.766
H 0.921 2.642 1.971
H 1.261 0.755 0.359
H 1.605 -1.983 -0.203
H 3.002 -1.059 0.358
H 0.263 -1.617 4.851
H 1.228 -3.850 5.333
H 2.622 -5.026 3.633
H 2.987 -3.972 1.373
H 1.323 0.566 5.007
H -0.405 0.173 4.875
*
```

=====

[4]
A cluster of 2 separate species, C2H11N2O in total. Source: OMol25; level of theory: wB97M-V/def2-TZVPD.

Properties
**LUMO energy**: -3.21 eV
**Gap between HOMO and LUMO**: 11.06 eV

Structure (ORCA input):
```
! RIJCOSX wB97M-V def2-TZVPD def2/J DEFGRID3
* xyz 1 1
C 0.258 2.481 1.201
N -0.583 1.600 0.363
H -0.264 3.392 1.467
H 0.579 1.885 2.045
H 1.023 2.984 0.625
H -0.887 2.129 -0.453
H -1.472 1.408 0.819
H -0.049 -0.035 -0.316
N -0.091 -0.887 -0.952
C 0.112 -2.224 -0.271
O 0.630 -3.047 -1.238
H 0.645 -0.676 -1.632
H -0.967 -0.852 -1.457
H 0.665 -1.954 0.632
H -0.871 -2.542 0.081
H 1.271 -3.662 -0.915
*
```

=====

Q: gap between HOMO and LUMO of number 4 (C2H11N2O)?
A: 11.06 eV

=====

Q: The lowest LUMO energy belongs to which entry?
A: C2H11N2O

=====

Repeat the second record exactly.
An isolated molecule of C3H3IN2OS. Source: OMol25; level of theory: wB97M-V/def2-TZVPD.

Properties
**LUMO energy**: -1.49 eV
**Gap between HOMO and LUMO**: 6.62 eV

Structure (ORCA input):
```
! RIJCOSX wB97M-V def2-TZVPD def2/J DEFGRID3
* xyz 0 1
C 0.298 0.283 -0.889
C 0.270 -0.565 1.149
C -0.854 0.822 -1.578
N 1.494 0.042 -0.896
N 2.279 -0.452 -0.086
O 1.480 -0.822 1.196
S -1.039 -0.660 2.101
I -0.490 -1.538 4.311
H -0.538 1.108 -2.582
H -1.648 0.079 -1.657
H -1.250 1.704 -1.069
*
```

=====

Q: The highest LUMO energy belongs to which entry?
A: C26H25F3N2O4S3